Record 1
109
Properties=species:S:1:pos:R:3:forces:R:3 method="wB97M-V/def2-TZVPD" homo_lumo_gap_ev="6.72 / 6.66" lumo_energy_ev="-9.1 / -9.2" e_homo_ev="-15.7920 / -15.8309" charge=+3
Ru 2.330274 0.211527 0.483355 -0.958 -0.214 0.792
N 1.292924 0.785137 -1.026287 0.904 0.409 0.342
S 0.197518 0.758916 -1.992801 -0.306 -0.223 -0.338
N -0.841849 -0.480553 -2.078424 0.093 0.077 -0.229
S -1.851209 -0.949496 -1.013218 -0.186 -0.183 0.222
N -1.359362 -1.287711 0.420312 -0.085 0.051 0.062
S -0.001671 -2.121642 0.693569 0.222 0.105 0.095
N 1.218784 -1.315523 0.836858 0.236 -0.326 -0.030
C -0.387730 -2.959962 2.177802 -0.182 -0.049 0.210
C 0.666999 -3.631274 2.790526 -0.105 0.020 0.050
C 0.414872 -4.304519 3.973726 0.023 -0.008 -0.003
C -0.863105 -4.296518 4.523200 -0.002 -0.013 0.028
C -1.904428 -3.629168 3.891790 -0.004 0.005 -0.004
C -1.676155 -2.953085 2.701305 0.156 -0.123 0.098
C 0.135019 -3.391840 -0.521759 -0.165 -0.179 -0.111
C 0.953508 -3.159315 -1.620148 -0.117 -0.078 0.040
C 1.035963 -4.134569 -2.601226 0.028 0.009 -0.028
C 0.314170 -5.314426 -2.472910 0.002 -0.024 -0.025
C -0.497650 -5.534134 -1.365819 -0.009 0.002 -0.003
C -0.595909 -4.570923 -0.375693 0.114 0.074 -0.098
C -3.143730 0.190449 -0.709016 -0.135 0.175 -0.014
C -3.555494 0.488221 0.584698 -0.049 0.075 -0.135
C -4.608191 1.377983 0.745270 0.004 -0.011 -0.016
C -5.216902 1.946639 -0.366817 -0.002 -0.005 0.008
C -4.791577 1.628301 -1.653455 -0.027 0.026 -0.006
C -3.750376 0.736534 -1.837136 -0.030 0.032 0.108
C -2.632042 -2.332475 -1.754310 -0.096 -0.112 -0.101
C -3.601283 -2.966299 -0.977372 0.023 0.001 -0.106
C -4.270418 -4.047282 -1.518769 -0.017 -0.016 -0.003
C -3.971704 -4.474127 -2.810694 -0.023 -0.027 0.016
C -3.006473 -3.826666 -3.566783 0.025 0.017 -0.023
C -2.322038 -2.737724 -3.042860 -0.069 -0.124 0.102
C 0.773632 0.749991 -3.652550 0.162 -0.024 -0.163
C 0.071570 0.136297 -4.686418 0.137 0.099 0.022
C 0.576706 0.226322 -5.974766 -0.029 0.005 0.023
C 1.752989 0.924384 -6.214862 0.018 0.007 -0.026
C 2.437150 1.538631 -5.173336 0.033 0.031 0.012
C 1.951890 1.456956 -3.878453 -0.081 -0.097 -0.059
C -0.774146 2.221084 -1.829804 -0.035 0.267 0.069
C -1.021312 2.681561 -0.539057 -0.025 -0.013 -0.152
C -1.774744 3.831052 -0.379060 -0.046 0.031 0.014
C -2.246598 4.516655 -1.495325 -0.002 0.011 0.033
C -1.980564 4.050889 -2.774241 -0.005 -0.027 -0.015
C -1.241043 2.888961 -2.954869 -0.060 0.002 0.130
H 1.657604 -3.627790 2.351806 -0.041 0.022 0.010
H 1.215561 -4.839181 4.467542 -0.022 0.011 0.000
H -1.049470 -4.819888 5.451909 0.005 -0.008 -0.021
H -2.896816 -3.638609 4.323224 0.022 -0.003 -0.004
H -2.476732 -2.437496 2.192628 -0.015 0.015 -0.005
H 1.525502 -2.245512 -1.693571 -0.029 0.025 -0.008
H 1.678363 -3.981133 -3.459104 -0.013 -0.007 0.015
H 0.395345 -6.077718 -3.236510 -0.001 0.013 0.018
H -1.043011 -6.463353 -1.266433 0.010 0.013 -0.002
H -1.210540 -4.744010 0.497752 -0.012 0.011 -0.009
H -3.068521 0.033535 1.434664 0.011 -0.001 0.003
H -4.960895 1.619592 1.739861 0.012 -0.002 -0.033
H -6.040046 2.636976 -0.232586 0.016 -0.021 -0.001
H -5.281888 2.066190 -2.513535 0.013 -0.008 0.037
H -3.421161 0.467846 -2.834352 0.002 0.002 0.026
H -3.834420 -2.618188 0.022031 0.008 0.004 -0.022
H -5.032244 -4.553247 -0.940426 0.019 0.004 -0.018
H -4.502655 -5.318922 -3.230146 0.001 0.018 0.007
H -2.785145 -4.165052 -4.570653 0.001 0.002 0.026
H -1.555337 -2.234664 -3.609319 0.044 0.015 -0.021
H -0.847782 -0.390387 -4.491101 -0.062 -0.018 0.011
H 0.047670 -0.243161 -6.793672 0.013 0.002 0.024
H 2.139318 0.991724 -7.223516 -0.006 0.004 0.016
H 3.348697 2.085444 -5.374602 -0.008 -0.024 0.007
H 2.473254 1.921169 -3.051842 -0.007 0.004 -0.010
H -0.624637 2.147685 0.317020 -0.003 0.006 -0.010
H -1.991367 4.202410 0.615284 0.016 -0.006 -0.029
H -2.815296 5.428360 -1.364373 -0.005 -0.027 0.002
H -2.343192 4.593304 -3.637507 0.016 -0.003 0.015
H -1.029383 2.526616 -3.951387 0.008 0.008 0.002
Cl 4.104357 -2.678763 -0.718460 0.029 -0.122 -0.136
Si 4.273904 -1.218342 0.652144 0.262 0.279 -0.284
Cl 6.051219 -0.288623 0.418253 0.136 -0.045 0.023
Cl 4.139237 -1.938461 2.537513 -0.130 0.071 0.035
C 1.776336 5.129831 2.604681 -0.059 0.059 0.069
C 1.961229 3.870689 1.806607 0.007 0.006 0.143
O 1.319203 2.764741 2.551653 -0.172 0.787 -0.455
P 1.814940 1.302002 2.470395 0.683 -0.976 -0.529
O 3.198263 1.117979 3.147539 0.159 0.203 0.216
C 3.479941 1.437551 4.569308 0.000 -0.081 0.054
C 4.666205 2.357358 4.625542 0.066 0.030 -0.040
O 0.789002 0.508377 3.322764 -0.394 0.085 0.173
C -0.652507 0.784330 3.391893 0.035 -0.094 0.017
C -1.001168 1.234865 4.783853 0.053 0.017 0.103
H 2.119110 5.983111 2.017568 0.009 -0.020 0.027
H 2.345795 5.099748 3.533431 -0.023 0.000 -0.015
H 0.723903 5.282763 2.844658 0.027 0.021 -0.027
H 3.014464 3.624721 1.669356 -0.068 0.004 0.093
H 1.479013 3.923642 0.832102 -0.075 -0.088 -0.023
H 3.670870 0.480678 5.047021 0.011 -0.038 -0.022
H 2.586294 1.877918 5.010383 -0.028 0.015 -0.029
H 5.524600 1.914839 4.119647 -0.021 -0.004 0.027
H 4.938420 2.525858 5.668349 -0.016 0.012 -0.023
H 4.445151 3.324772 4.171159 -0.006 -0.020 0.020
H -1.134194 -0.156373 3.129301 0.043 -0.012 -0.006
H -0.915858 1.535512 2.646582 0.074 0.021 -0.028
H -0.769901 0.456846 5.511625 -0.016 0.025 -0.022
H -2.068157 1.456488 4.841769 0.023 -0.019 0.005
H -0.450061 2.138257 5.049393 -0.053 -0.006 -0.022
C 5.450769 3.486740 -0.660060 -0.234 -0.369 0.122
C 4.439630 2.495253 -0.268565 0.396 0.498 -0.220
N 3.653206 1.727584 0.043141 0.012 0.069 -0.083
H 5.585496 3.466362 -1.739567 -0.028 -0.015 -0.029
H 6.397188 3.240088 -0.181426 0.009 -0.021 0.031
H 5.137058 4.481861 -0.352815 -0.038 0.026 0.024

Record 2
33
Properties=species:S:1:pos:R:3:forces:R:3 method="wB97M-V/def2-TZVPD" homo_lumo_gap_ev=8.46 lumo_energy_ev=-0.2 e_homo_ev=-8.6841
Zn -0.665380 -0.371301 -0.782273 -2.198 -0.868 -0.779
Cl -2.296376 -1.569412 0.580378 0.253 0.416 -0.088
Cl -1.577022 -0.350684 -2.955264 0.469 0.194 0.443
C 1.450818 0.660467 1.024917 1.126 -0.046 -1.208
C 2.116459 0.581195 -0.360967 0.510 -0.644 0.615
O 1.133083 0.627883 -1.408919 1.065 0.584 0.865
O 0.401430 -0.301566 1.061466 0.793 1.047 0.418
H 1.199795 1.719795 1.107663 -0.922 -0.164 0.510
H 2.191246 0.415869 1.786566 0.118 0.094 0.012
H 2.712605 -0.333245 -0.447233 -0.294 -0.129 -0.107
H 2.835543 1.399208 -0.447390 -0.190 0.133 -0.018
H 1.503617 1.212949 -2.076135 -0.629 -0.157 -0.422
H -0.040574 -0.213764 1.917899 -0.522 -0.374 -0.374
C 1.037473 -3.040603 -0.449351 0.524 -0.751 0.563
C 0.174528 -4.268758 -0.104832 0.265 0.167 0.450
O -0.533965 -4.045671 1.096412 0.175 -0.185 -0.008
O 0.387844 -2.095570 -1.285896 0.673 -0.300 0.029
H 2.044533 -3.274398 -0.819437 -0.329 -0.338 -0.634
H 1.299978 -2.570150 0.498298 -0.554 0.253 0.057
H 0.836361 -5.122567 0.070331 0.034 0.093 0.129
H -0.505132 -4.591478 -0.902004 0.094 0.420 -0.251
H -1.084042 -3.240911 1.001487 -0.109 -0.187 -0.124
H 0.458580 -2.386441 -2.202326 -0.403 0.306 -0.059
C -1.222173 3.629049 0.832470 0.353 -0.423 -0.225
C -1.195580 2.762701 -0.404736 0.482 0.321 -0.580
O -1.596129 1.423788 -0.081063 -0.095 1.722 0.237
O -2.586030 3.686181 1.217549 0.189 0.316 0.161
H -0.750719 4.595151 0.632789 -0.373 0.192 -0.129
H -0.596871 3.146213 1.592652 -0.171 -0.033 0.228
H -0.205694 2.751145 -0.859961 0.142 -0.259 0.272
H -1.826827 3.203622 -1.179295 -0.356 -0.185 0.106
H -2.390495 1.603023 0.450327 -0.098 -1.067 -0.089
H -2.710883 4.358279 1.895878 -0.021 -0.149 -0.001

Record 3
57
Properties=species:S:1:pos:R:3:forces:R:3 method="wB97M-V/def2-TZVPD" homo_lumo_gap_ev=9.09 lumo_energy_ev=0.5 e_homo_ev=-8.5761
C -6.600965 0.056665 1.326226 0.409 0.174 -0.130
C -5.475609 0.668095 0.507176 -0.410 -0.024 -0.172
O -4.294085 0.605743 1.288818 0.101 -0.078 0.189
C -3.124180 1.011528 0.750539 0.372 0.121 -0.042
C -2.974767 1.561858 -0.520917 -0.348 0.028 0.118
C -1.715856 1.890166 -0.981303 0.291 0.098 0.170
C -0.591413 1.739032 -0.175662 -0.413 -0.022 -0.197
C 0.738381 2.077960 -0.718886 -0.061 0.109 0.344
O 1.070981 1.777581 -1.846946 0.042 0.036 -0.123
C 1.665249 2.851998 0.200359 0.391 -0.146 -0.141
C 3.103259 2.350806 0.052703 -0.279 0.038 0.087
C 3.194611 0.950926 0.628105 0.175 0.141 -0.292
O 2.787344 0.726907 1.764964 -0.124 0.179 0.408
N 3.754843 -0.027633 -0.108642 0.038 -0.225 0.158
C 3.996626 0.015947 -1.539670 0.227 0.296 -0.423
C 5.402247 0.506103 -1.879445 -0.250 -0.141 0.032
C 4.076497 -1.281343 0.553023 0.007 -0.192 0.193
C 2.924712 -2.293320 0.492382 0.451 0.362 0.137
O 3.001789 -3.336263 -0.123573 0.054 -0.302 -0.260
N 1.850998 -1.901677 1.198960 -0.455 0.148 0.306
C 0.647428 -2.692185 1.265641 0.055 -0.288 -0.100
C -0.447748 -2.229593 0.336059 -0.038 -0.029 -0.003
C -0.154994 -1.573856 -0.851334 -0.048 -0.123 0.085
C -1.160867 -1.208246 -1.726381 -0.094 -0.080 -0.010
C -2.473218 -1.509557 -1.408365 0.209 -0.155 0.145
Cl -3.737280 -1.070116 -2.503000 -0.226 0.045 -0.240
C -2.790735 -2.157963 -0.227018 -0.023 -0.022 -0.086
C -1.773968 -2.510865 0.639702 0.144 -0.018 -0.089
C -0.748317 1.216020 1.108840 -0.041 0.133 -0.137
C -1.993186 0.842731 1.556452 -0.266 -0.004 -0.018
H -6.731695 0.610624 2.251782 -0.062 0.039 0.089
H -6.363720 -0.974822 1.571750 -0.021 -0.117 0.020
H -7.526860 0.084231 0.759138 -0.107 -0.005 -0.044
H -5.708790 1.713441 0.263006 0.085 -0.103 -0.017
H -5.337240 0.109634 -0.427149 0.039 0.120 0.082
H -3.826395 1.717033 -1.163160 -0.091 -0.026 -0.033
H -1.594388 2.290303 -1.976903 0.007 0.006 -0.119
H 1.343367 2.775031 1.237118 0.008 0.067 -0.059
H 1.606165 3.901637 -0.100413 -0.076 -0.002 0.026
H 3.770077 2.979652 0.647654 0.033 -0.080 -0.037
H 3.406159 2.401874 -0.988719 0.055 0.018 0.024
H 3.240328 0.641698 -2.018531 0.039 -0.127 0.044
H 3.864007 -1.001509 -1.917320 -0.091 0.082 0.020
H 5.540668 0.501747 -2.956942 0.079 0.013 -0.124
H 5.562536 1.516416 -1.511219 0.014 0.107 0.024
H 6.152033 -0.142732 -1.432895 0.112 -0.048 0.032
H 4.299930 -1.067664 1.602079 0.031 -0.047 -0.143
H 4.952277 -1.720801 0.073287 -0.129 -0.010 0.021
H 1.881932 -0.995017 1.654655 0.144 -0.076 -0.062
H 0.932767 -3.713018 0.981151 -0.074 0.134 0.169
H 0.281547 -2.704977 2.296310 0.021 -0.044 -0.082
H 0.869007 -1.347863 -1.105329 0.135 0.056 -0.018
H -0.923416 -0.694486 -2.644170 -0.008 0.079 -0.094
H -3.818437 -2.384011 0.010341 -0.121 0.005 0.005
H -2.016359 -3.019044 1.561302 -0.036 -0.052 0.139
H 0.113369 1.055742 1.739521 0.134 0.036 0.107
H -2.126658 0.409412 2.534875 -0.009 -0.081 0.122

Record 4
23
Properties=species:S:1:pos:R:3:forces:R:3 method="wB97M-V/def2-TZVPD" homo_lumo_gap_ev=9.43 lumo_energy_ev=0.5 e_homo_ev=-8.9039
C 0.309918 0.864463 -2.505166 1.172 0.959 -0.148
N 0.210063 0.023048 -1.325825 -0.901 0.088 -0.755
C 1.488619 -0.197958 -0.717561 0.194 0.400 0.728
C 1.403501 -0.918501 0.612762 1.146 -0.531 -0.092
S 3.145017 -1.451850 0.990997 -0.410 0.149 -0.207
H 0.975209 0.500927 -3.296192 -0.236 -0.703 0.231
H 0.804466 1.833027 -2.260325 -0.535 -0.100 -0.004
H -0.658747 1.046778 -2.941283 -0.322 0.097 -0.048
H -0.439427 0.515923 -0.719216 0.261 -0.176 0.355
H 2.096909 -0.785776 -1.399986 0.121 -0.018 -0.201
H 2.019019 0.750902 -0.507326 0.097 -0.087 -0.323
H 1.128766 -0.258238 1.420666 -0.469 0.091 0.124
H 0.792444 -1.809695 0.556978 -0.326 0.057 0.064
H 2.965262 -1.588658 2.301318 0.025 -0.067 0.238
O -2.250481 -0.545048 3.358994 -0.013 0.055 0.037
H -3.116005 -0.960418 3.291556 0.062 -0.003 -0.029
H -1.823285 -0.978827 4.102938 -0.015 -0.032 0.008
O -2.021418 -1.855914 -0.528121 -0.626 0.259 -0.207
H -2.990911 -1.781476 -0.572151 0.608 -0.021 0.006
H -1.674343 -1.153742 -1.106438 0.123 -0.401 0.219
O -1.023980 2.711997 0.146256 0.394 0.291 0.348
H -1.170631 3.568433 0.569774 -0.302 -0.096 -0.211
H -0.169967 2.470603 0.527351 -0.046 -0.210 -0.131

Summary of relative energy (zero: lowest compared OMol25 entry of this formula, charge and spin) in kJ/mol
41.56 0.00 0.00 57.61
(order as listed above)